No. 1
Density functional theory data (ωB97M-V/def2-TZVPD) for a cluster of 7 separate species, C22H29F17N4O9S in total.

Element x y z (Å)
N1 3.10814 -3.07834 2.34443
C1 2.21325 -2.49796 1.94670
C2 1.06371 -1.72621 1.43159
C3 0.01576 -2.69592 0.80174
F1 -0.11308 -2.53364 -0.53617
F2 0.40108 -3.98432 0.99238
C4 -1.39060 -2.56301 1.48156
F3 -1.33733 -3.27952 2.62577
F4 -1.63868 -1.28073 1.83026
C5 -2.59170 -3.13991 0.66037
F5 -3.62635 -3.25065 1.52100
F6 -2.24685 -4.37570 0.26658
C6 -3.06533 -2.32158 -0.60585
F7 -2.68262 -2.99837 -1.70067
F8 -2.48923 -1.10181 -0.66013
C7 -4.61003 -2.12854 -0.72983
F9 -5.19314 -3.32981 -0.61915
F10 -4.82898 -1.67179 -1.97863
C8 -5.25200 -1.12349 0.30943
F11 -6.24195 -1.75254 0.95498
F12 -4.31741 -0.74338 1.21737
C9 -5.80735 0.17996 -0.32469
F13 -4.84606 0.75075 -1.08165
F14 -6.86300 -0.13296 -1.09131
C10 -6.25627 1.24363 0.73258
F15 -6.82097 0.67364 1.79306
F16 -7.12999 2.06915 0.16691
F17 -5.19970 1.95183 1.14144
C11 1.59949 -0.61516 0.44805
C12 2.40115 0.28537 1.31409
N2 3.03762 0.94130 1.99820
C13 2.58334 -1.25533 -0.58175
C14 2.72427 -0.57563 -1.94352
C15 3.12729 0.89516 -1.97496
C16 4.47391 1.19198 -1.32335
S1 4.82101 2.97770 -1.27425
C17 4.20221 3.38513 0.29569
N3 4.90216 3.55998 1.37216
N4 4.00779 3.88508 2.37822
C18 2.83639 3.88196 1.83156
O1 2.86628 3.58811 0.51209
C19 0.43676 0.21052 -0.17353
C20 0.31887 1.66337 0.30437
C21 -0.83257 2.35914 -0.47866
C22 -0.16560 2.92916 -1.70086
O2 -0.03415 2.31992 -2.73203
O3 0.35110 4.17370 -1.52920
H1 0.62906 -1.22845 2.30291
H2 2.30685 -2.29655 -0.76977
H3 3.56873 -1.30096 -0.10993
H4 1.80887 -0.71614 -2.52716
H5 3.49722 -1.14484 -2.47254
H6 3.20551 1.17022 -3.03199
H7 2.33727 1.53313 -1.56873
H8 5.27626 0.78776 -1.94585
H9 4.58611 0.76936 -0.32481
H10 1.89295 4.07241 2.32418
H11 0.48462 0.17849 -1.26064
H12 -0.50815 -0.24687 0.09781
H13 1.23727 2.21363 0.09248
H14 0.09088 1.71049 1.37050
H15 -1.30708 3.13807 0.11339
H16 -1.54887 1.61644 -0.83466
H17 1.29277 4.18405 -1.76046
O4 0.72852 0.88529 -5.18334
H18 0.29390 1.41825 -4.50503
H19 0.27285 0.03899 -5.16157
O5 5.73152 -2.07120 -1.19750
H20 5.46454 -2.68442 -0.50385
H21 6.55361 -2.43342 -1.54270
O6 0.54004 -6.31639 2.94376
H22 0.34859 -5.52767 2.42689
H23 -0.30473 -6.76796 3.03096
O7 -3.05449 1.76119 -4.01128
H24 -2.22812 2.14673 -3.69822
H25 -3.29613 1.12088 -3.33499
O8 3.84341 1.60529 4.67056
H26 3.61614 1.46455 3.74351
H27 3.54969 0.80805 5.12073
O9 -2.01076 3.15894 2.35202
H28 -2.36255 3.68721 3.07611
H29 -2.44697 2.30527 2.44681

Results
- SMILES = N#C[C@H](C(F)(F)C(F)(F)C(F)(F)C(F)(F)C(F)(F)C(F)(F)C(F)(F)C(F)(F)F)[C@@](C#N)(CCCCSc1nnco1)CCCC(=O)O.O.O.O.O.O.O
- net charge = 0
- total energy (eV) = -104703.920
- HOMO level (eV) = -9.6590
- lowest unoccupied orbital energy (Ha) = -0.0068

No. 2
Density functional theory data (ωB97M-V/def2-TZVPD) for a structure of composition C22H29F2GaN2P.

Element x y z (Å)
C1 8.15751 0.89278 1.61992
C2 7.07333 -0.15146 1.24889
C3 5.86054 0.59306 0.57315
N1 4.60429 -0.08009 0.99002
Ga1 3.07194 1.09889 1.05658
C4 1.56215 0.18925 -0.02100
C5 0.14192 0.41339 0.49602
C6 -0.86066 -0.39053 -0.04277
C7 -2.19061 -0.28297 0.30869
C8 -2.52601 0.66575 1.26614
C9 -1.55181 1.46242 1.80896
C10 -0.21860 1.34563 1.45357
P1 3.47904 3.18884 -0.03177
N2 4.70971 4.02628 0.58180
H1 8.59874 1.34560 0.72343
H2 8.93244 0.40553 2.22729
H3 7.67344 1.68423 2.20335
H4 7.44800 -0.97089 0.62425
H5 6.66181 -0.53678 2.19040
H6 5.91699 1.64316 0.87748
H7 5.99518 0.44153 -0.51152
H8 4.39205 -0.72912 0.23447
H9 2.58583 1.38595 2.56267
H10 1.76393 -0.89160 -0.01291
H11 1.59114 0.55984 -1.05823
H12 -0.57900 -1.13897 -0.78593
H13 -2.91719 -0.95652 -0.14245
H14 -3.56761 0.76014 1.56930
H15 -1.89151 2.19638 2.54046
H16 0.54607 1.97008 1.90608
H17 3.69821 2.85727 -1.41484
H18 2.29920 3.99037 0.05856
H19 4.41846 4.93680 0.91874
F1 -4.48513 2.40681 -6.17381
C11 -4.05703 2.19239 -4.91001
C12 -4.35720 3.11899 -3.93175
C13 -3.92011 2.89385 -2.63302
C14 -3.18367 1.75532 -2.33311
C15 -2.88735 0.83800 -3.33105
C16 -3.33055 1.05251 -4.62942
H20 -4.92578 4.00407 -4.18731
H21 -4.15390 3.60791 -1.85411
H22 -2.83974 1.58383 -1.32193
H23 -2.30880 -0.04656 -3.09717
H24 -3.11635 0.34431 -5.41958
F2 -3.72352 -2.10154 2.17181
C17 -4.00067 -3.36792 1.82943
C18 -5.10708 -3.99040 2.37517
C19 -5.39166 -5.29948 2.01326
C20 -4.56476 -5.97068 1.12196
C21 -3.45412 -5.33076 0.58701
C22 -3.17022 -4.01864 0.93713
H25 -5.73439 -3.45249 3.07399
H26 -6.25927 -5.79657 2.42766
H27 -4.78673 -6.99343 0.84455
H28 -2.80685 -5.85455 -0.10430
H29 -2.31408 -3.49925 0.52583

Results
- net charge = -1
- total energy (eV) = -93364.208
- HOMO level (eV) = -3.8022
- lowest unoccupied orbital energy (Ha) = 0.0869

No. 3
Density functional theory data (ωB97M-V/def2-TZVPD) for the molecule C22H29FN2O.

Element x y z (Å)
O1 1.14195 2.33652 -2.24655
C1 0.72578 1.66347 -1.08115
C2 0.40687 0.19237 -1.34430
C3 -0.06227 -0.54554 -0.07532
C4 1.14235 -0.90130 0.79974
N1 1.99554 -1.83360 0.08949
C5 3.27242 -2.02248 0.75546
C6 4.08630 -0.75948 0.66782
C7 4.27950 -0.16124 -0.57302
C8 4.99924 1.01209 -0.69165
C9 5.53392 1.57951 0.45166
F1 6.24249 2.72388 0.34589
C10 5.36338 1.00686 1.69744
C11 4.63177 -0.16434 1.79656
C12 1.26592 -3.06658 -0.11681
C13 0.01934 -2.78565 -0.95102
N2 -0.80465 -1.77688 -0.31120
C14 -2.08869 -1.63429 -0.97433
C15 -3.04923 -0.71026 -0.23017
C16 -4.47630 -0.84765 -0.77397
C17 -5.39986 0.10431 -0.06952
C18 -5.55552 1.40638 -0.52772
C19 -6.37815 2.29655 0.13903
C20 -7.05606 1.89580 1.27759
C21 -6.90532 0.60147 1.74473
C22 -6.08143 -0.28616 1.07573
H1 1.93290 1.90090 -2.58332
H2 -0.16929 2.19326 -0.74525
H3 1.49412 1.75261 -0.29980
H4 1.29985 -0.30596 -1.72689
H5 -0.37035 0.14776 -2.10934
H6 -0.71309 0.11875 0.50132
H7 0.77906 -1.33526 1.74792
H8 1.71450 -0.00128 1.02908
H9 3.15122 -2.32437 1.81080
H10 3.80266 -2.82684 0.23443
H11 3.85262 -0.62824 -1.44698
H12 5.15588 1.48770 -1.64730
H13 5.79355 1.47661 2.56773
H14 4.48579 -0.61818 2.76586
H15 0.96119 -3.51924 0.84369
H16 1.90457 -3.77643 -0.64894
H17 0.32208 -2.48901 -1.96894
H18 -0.56700 -3.70526 -1.02989
H19 -2.52881 -2.63668 -1.00506
H20 -1.98952 -1.29297 -2.02028
H21 -2.73641 0.32960 -0.33630
H22 -3.03651 -0.96356 0.83118
H23 -4.47046 -0.63466 -1.84539
H24 -4.81958 -1.87440 -0.63194
H25 -5.03027 1.72329 -1.41782
H26 -6.49202 3.30508 -0.23137
H27 -7.70043 2.58911 1.79788
H28 -7.43226 0.28229 2.63236
H29 -5.96798 -1.29636 1.44332

Results
- SMILES = OCC[C@@H]1CN(Cc2ccc(F)cc2)CCN1CCCc1ccccc1
- net charge = 0
- total energy (eV) = -31029.814
- HOMO level (eV) = -8.4988
- lowest unoccupied orbital energy (Ha) = 0.0283